No. 1
Formula: C39H40BBrN6O4Re
Source: the Open Molecules 2025 dataset
Level of theory: ωB97M-V/def2-TZVPD

```
! wB97M-V def2-TZVPD RIJCOSX def2/J DEFGRID3
* xyz 2 2
Re -1.11779 -1.72524 0.27885
C 3.74477 -2.99388 -1.72717
C 2.45557 -3.59864 -1.24767
C 2.24901 -4.97458 -1.17775
C 1.03264 -5.47231 -0.74659
C 0.03506 -4.59136 -0.38079
Br -1.57847 -5.32653 0.22931
N 0.19665 -3.25723 -0.44536
C 1.39925 -2.79316 -0.87987
H 4.56081 -3.70995 -1.65770
H 4.00936 -2.11210 -1.14454
H 3.65624 -2.68729 -2.77091
H 3.03945 -5.65997 -1.45923
H 0.85037 -6.53464 -0.68069
H 1.50018 -1.71760 -0.93633
O -0.57475 -3.12562 2.43223
C 0.02318 -2.07541 2.67905
N 0.67500 -1.63626 3.74778
C 0.96650 -0.18618 3.68419
C 0.60027 0.10759 2.20931
O 0.68274 1.13444 1.61385
N 0.04249 -1.08288 1.67954
C -0.03693 0.63181 4.49953
C -1.10808 0.04050 5.15741
C -2.03099 0.82720 5.84038
C -1.89430 2.20484 5.85596
C -0.82942 2.79987 5.18764
C 0.09540 2.02015 4.51405
C 2.42964 0.08547 3.99037
C 2.82587 0.54328 5.24001
C 4.17553 0.71247 5.52128
C 5.12983 0.43026 4.55717
C 4.73706 -0.03095 3.30762
C 3.39241 -0.20449 3.02761
H 0.74959 -2.17251 4.60002
H -1.23900 -1.03441 5.15973
H -2.84852 0.35485 6.36932
H -2.60567 2.81559 6.39654
H -0.71159 3.87569 5.20434
H 0.92704 2.48702 4.00138
H 2.08777 0.77338 5.99790
H 4.47813 1.06938 6.49672
H 6.17984 0.57092 4.77629
H 5.48065 -0.24814 2.55221
H 3.09501 -0.56150 2.04543
C -2.53075 3.19973 1.39552
C -3.51674 2.03583 1.58123
C -2.90686 0.77456 1.18753
N -2.39223 -0.18725 0.84187
H -3.00336 4.12028 1.73140
H -2.25436 3.31318 0.34812
H -1.62591 3.03815 1.98063
H -4.41675 2.16027 0.97551
H -3.83347 1.93763 2.62182
C 1.21130 3.04003 -6.89792
C 1.51531 3.36685 -5.42865
C 2.99720 3.09156 -5.17205
C 1.24709 4.85664 -5.16780
C 0.61030 2.52935 -4.52323
C -0.78147 2.64623 -4.65159
C -1.68109 1.93485 -3.86846
C -1.13404 1.08526 -2.93414
O -1.77169 0.25627 -2.01296
B -0.74673 -0.36868 -1.32584
O 0.49239 0.02254 -1.79305
C 0.22965 0.95432 -2.79671
C 1.12928 1.65686 -3.56650
H 1.85566 3.63279 -7.54937
H 0.17734 3.26590 -7.16200
H 1.39317 1.98392 -7.10822
H 3.59853 3.70166 -5.84650
H 3.25381 2.04592 -5.35926
H 3.28813 3.34961 -4.15092
H 1.89121 5.46680 -5.80347
H 1.45352 5.11327 -4.12660
H 0.21303 5.12714 -5.38621
H -1.18150 3.32483 -5.39344
H -2.75073 2.04404 -3.98743
H 2.19221 1.52888 -3.42180
N -3.67351 -2.95277 1.44863
C -3.86821 -2.94469 0.09372
C -5.08757 -3.30132 -0.48535
C -5.19251 -3.34621 -1.85403
C -4.08055 -3.04264 -2.64727
C -2.93340 -2.64267 -2.02882
N -2.82466 -2.55715 -0.67455
H -4.46704 -3.22744 2.00668
H -2.79903 -3.33196 1.79706
H -5.91541 -3.57905 0.15311
H -6.12602 -3.64109 -2.31514
H -4.12176 -3.09725 -3.72488
H -2.05961 -2.35692 -2.59708
*
```

The expectation value of S² is 0.758. The total energy is -131062.609 eV. For the energy above the lowest of the compared OMol25 structures with the same formula, charge and spin, the calculation gives 1.728 eV. The value obtained for the HOMO-LUMO gap (alpha / beta) is 5.059 / 5.422 eV.



No. 2
Formula: C39H40BrGeN6O6S3V
Source: the Open Molecules 2025 dataset
Level of theory: ωB97M-V/def2-TZVPD

```
! wB97M-V def2-TZVPD RIJCOSX def2/J DEFGRID3
* xyz 0 3
V -0.57087 0.02311 -0.18177
S -0.71830 0.18025 2.21186
C 0.39389 1.48472 2.61996
C 0.44512 1.92182 3.94755
C 1.26170 2.96948 4.33165
C 2.04254 3.63558 3.39419
C 2.00986 3.21751 2.07523
C 1.21936 2.13701 1.70067
S 1.29584 1.61812 -0.00372
H -0.17496 1.42029 4.67958
H 1.27625 3.27956 5.36894
H 2.66291 4.47300 3.68343
H 2.60487 3.71798 1.32160
Br -3.96123 -0.83220 -1.60028
C -3.12382 -1.92395 -0.31657
C -3.84934 -2.95354 0.26316
C -3.16590 -3.87040 1.04310
C -1.78710 -3.77640 1.15203
C -1.15015 -2.70482 0.56447
N -1.82539 -1.75009 -0.11164
C 0.36812 -2.62197 0.44691
O 1.01449 -3.63281 0.64988
O 0.79567 -1.48596 0.03729
H -4.90895 -3.03630 0.07539
H -3.70103 -4.68503 1.51277
H -1.18565 -4.51611 1.65978
C -0.19133 6.07175 -5.33337
C -1.37152 5.32984 -4.77357
C -1.18464 4.22316 -3.95037
C -2.26199 3.54332 -3.40727
C -3.54764 3.99206 -3.67442
C -3.76050 5.09612 -4.48892
C -2.67186 5.74938 -5.04140
S -4.96567 3.16810 -3.02881
O -5.99184 4.16382 -2.88079
O -5.25208 1.97478 -3.78390
N -4.41934 2.62034 -1.59252
C -4.24777 3.52066 -0.45417
C -3.38854 2.82217 0.59329
C -1.98510 2.58583 0.06753
O -1.13743 3.44511 0.10070
O -1.81896 1.38900 -0.48492
H 0.57625 5.38306 -5.68714
H 0.26510 6.70324 -4.56851
H -0.48364 6.71346 -6.16372
H -0.18280 3.88434 -3.71790
H -2.10055 2.68524 -2.76681
H -4.76779 5.44362 -4.67221
H -2.83610 6.60899 -5.67986
H -4.88758 1.75105 -1.36918
H -5.20906 3.81730 -0.02707
H -3.74852 4.42432 -0.80823
H -3.84109 1.87394 0.88940
H -3.31520 3.46263 1.47240
Ge 3.22620 0.39576 0.08599
C 3.42260 -0.42940 -1.66842
C 3.94037 0.38413 -2.67696
C 4.09762 -0.08430 -3.97469
C 3.75296 -1.39072 -4.28130
C 3.24840 -2.21930 -3.28651
C 3.07642 -1.74337 -1.99407
C 3.39176 -0.67178 1.68608
C 3.49210 -0.02534 2.92046
C 3.63678 -0.75442 4.09089
C 3.70059 -2.13899 4.04224
C 3.62314 -2.79088 2.82103
C 3.47048 -2.06173 1.65116
H 4.24459 1.54924 0.14625
H 4.22162 1.40751 -2.45351
H 4.49168 0.57109 -4.74064
H 3.88898 -1.76731 -5.28799
H 2.99529 -3.24873 -3.51261
H 2.65910 -2.40145 -1.24574
H 3.45358 1.05421 2.98167
H 3.69792 -0.23757 5.04026
H 3.81384 -2.70997 4.95529
H 3.66802 -3.87121 2.77518
H 3.38668 -2.59735 0.71775
C -2.10352 -0.19232 -6.25104
C -1.58133 -1.62053 -6.12218
C -2.53999 -2.48234 -5.30754
C -0.15672 -1.65627 -5.56534
N -0.03676 -0.92668 -4.30791
C -0.40949 -1.25667 -3.07709
N -0.22909 -0.21053 -2.30686
N 0.27872 0.76532 -3.08966
N 0.39192 0.34788 -4.28570
H -3.04486 -0.18288 -6.79953
H -1.39819 0.45638 -6.77223
H -2.29920 0.24974 -5.27091
H -1.49856 -2.05240 -7.12494
H -2.71111 -2.05728 -4.31491
H -2.17217 -3.50407 -5.18974
H -3.51421 -2.53057 -5.79364
H 0.54768 -1.17608 -6.24239
H 0.18459 -2.67570 -5.38072
H -0.78581 -2.21772 -2.77320
*
```

The expectation value of S² is 2.016. The total energy is -247073.878 eV. For the energy above the lowest of the compared OMol25 structures with the same formula, charge and spin, the calculation gives 0.000 eV. The value obtained for the HOMO-LUMO gap (alpha / beta) is 6.996 / 6.948 eV.



No. 3
Formula: C39H40ClN5OS5Ti
Source: the Open Molecules 2025 dataset
Level of theory: ωB97M-V/def2-TZVPD

```
! wB97M-V def2-TZVPD RIJCOSX def2/J DEFGRID3
* xyz -2 3
Ti 0.79237 -1.65099 -0.20863
C -4.89515 -0.87830 1.64618
C -3.65273 -0.13123 1.17048
S -2.29065 -1.11315 0.46317
C -1.62396 -1.97310 1.92971
C -2.39827 -3.19722 2.41413
S -2.65269 -4.58706 1.25374
C -3.86364 -3.94791 0.04758
C -5.20081 -3.56610 0.68136
S -5.78947 -1.85489 0.38331
H -5.62993 -0.15111 2.00088
H -4.67307 -1.55247 2.46954
H -3.24530 0.45452 1.99989
H -3.91678 0.54349 0.35541
H -1.54055 -1.24515 2.74200
H -0.60771 -2.25609 1.62212
H -3.37139 -2.91666 2.81380
H -1.83520 -3.66586 3.22671
H -3.97433 -4.77595 -0.65449
H -3.41008 -3.12080 -0.48030
H -5.18629 -3.71116 1.76115
H -6.00351 -4.18125 0.27340
C -1.29237 4.88558 1.82257
C -0.87294 5.66412 0.57166
C 0.54049 6.21554 0.81783
C -1.85663 6.82995 0.38959
C -0.84205 4.79247 -0.68214
C -0.51218 5.36539 -1.91884
C -0.34461 4.58755 -3.06466
C -0.50148 3.21883 -2.97789
S -0.22836 1.96698 -4.16543
C -0.52653 0.71435 -2.86755
N -0.90879 1.27027 -1.73649
C -0.86474 2.61947 -1.74837
C -1.05414 3.42650 -0.61515
C -0.39175 -0.67899 -3.12192
C -0.57518 -1.08815 -4.46789
C -0.72717 -2.40707 -4.80354
C -0.69298 -3.36951 -3.79364
C -0.38581 -2.99644 -2.49016
C -0.17312 -1.66642 -2.06682
H -1.26018 5.55102 2.68884
H -0.61570 4.05099 2.01075
H -2.30995 4.50118 1.72605
H 0.56572 6.79940 1.74317
H 0.86090 6.85643 -0.00486
H 1.25258 5.39326 0.90745
H -1.88827 7.44267 1.29552
H -2.85965 6.44260 0.19940
H -1.56963 7.46767 -0.44718
H -0.34939 6.43438 -1.99840
H -0.05414 5.05386 -3.99919
H -1.29867 2.91366 0.30471
H -0.64888 -0.31905 -5.23080
H -0.89075 -2.69431 -5.83717
H -0.86139 -4.41500 -4.02951
H -0.33652 -3.80498 -1.76835
S 2.31435 -2.19854 2.13768
C 3.30458 -1.77483 0.80335
C 4.69758 -1.68048 0.91457
C 5.45541 -1.32946 -0.18294
C 4.80793 -1.06505 -1.39192
C 3.44105 -1.15973 -1.45114
N 2.68459 -1.50870 -0.38867
H 5.14555 -1.87771 1.87760
H 6.53321 -1.25982 -0.10028
H 5.36215 -0.80459 -2.28315
H 2.89308 -0.96438 -2.36500
N 0.78286 -5.31496 1.59244
C 1.11370 -4.61165 0.46397
O 0.48020 -3.52416 0.28735
C 2.03941 -5.22066 -0.41437
C 2.40092 -4.68847 -1.66952
N 2.75638 -4.34845 -2.71342
C 2.63311 -6.43903 -0.03981
N 3.10074 -7.43872 0.30982
H 0.41960 -4.73602 2.33084
H 1.43714 -6.02255 1.88685
Cl 1.05589 0.70595 3.87783
C 2.15915 1.19612 2.61211
C 3.33852 1.80360 3.00332
C 4.21991 2.28024 2.04501
C 3.88238 2.15298 0.70204
C 2.71319 1.52543 0.32815
C 1.81184 0.97397 1.26464
C 0.63123 0.25135 0.83200
H 3.56645 1.90862 4.05648
H 5.14681 2.75015 2.35068
H 4.55079 2.54133 -0.05844
H 2.46101 1.43227 -0.72281
H 0.21635 0.69337 -0.07106
H -0.11366 0.20686 1.62303
*
```

The expectation value of S² is 2.037. The total energy is -140406.045 eV. For the energy above the lowest of the compared OMol25 structures with the same formula, charge and spin, the calculation gives 1.928 eV. The value obtained for the HOMO-LUMO gap (alpha / beta) is 3.016 / 5.948 eV.



No. 4
Formula: C39H40CrN2O7
Source: the Open Molecules 2025 dataset
Level of theory: ωB97M-V/def2-TZVPD

```
! wB97M-V def2-TZVPD RIJCOSX def2/J DEFGRID3
* xyz -1 4
Cr 1.43371 0.65246 -0.03915
C 3.98137 -0.88215 2.01212
O 2.79865 -0.11671 2.16917
C 1.78249 -0.66080 2.89640
C 1.89101 -1.74965 3.74164
C 0.75522 -2.19429 4.41671
C -0.46681 -1.56590 4.24748
C -0.57411 -0.46938 3.39904
C 0.55294 -0.01499 2.74359
N 0.52103 1.03583 1.79675
N -0.22162 1.99553 2.08970
C -0.32005 3.07743 1.25473
C 0.62762 3.38622 0.25546
O 1.57674 2.59597 -0.11917
C 0.55217 4.67654 -0.36506
C -0.44512 5.54407 -0.07880
C -1.46227 5.22548 0.86949
C -2.52824 6.10944 1.13385
C -3.50411 5.78134 2.03613
C -3.44440 4.54341 2.70040
C -2.41906 3.66568 2.46103
C -1.39392 3.99186 1.54703
H 3.74511 -1.88193 1.64453
H 4.53100 -0.94681 2.95522
H 4.57100 -0.35707 1.26701
H 2.83486 -2.26099 3.87036
H 0.83492 -3.05505 5.06904
H -1.34534 -1.94501 4.75306
H -1.51877 0.01204 3.17836
H 1.31620 4.90436 -1.09764
H -0.49463 6.50198 -0.58592
H -2.56557 7.05259 0.59936
H -4.32506 6.46120 2.22707
H -4.22907 4.27065 3.39563
H -2.39744 2.69550 2.93529
C -0.53134 1.59881 -2.81209
C -1.18379 1.26279 -1.49357
O -0.45244 0.86607 -0.55762
C -2.58326 1.43254 -1.29163
C -3.37541 1.94547 -2.35355
C -4.71095 2.18518 -2.22899
C -5.33576 1.91569 -0.98228
C -4.63345 1.41716 0.06585
C -3.21125 1.11524 -0.00516
O -2.62072 0.65741 0.98966
H 0.52282 1.34772 -2.75780
H -0.64813 2.66293 -3.02707
H -0.98266 1.03071 -3.62573
H -2.89460 2.16369 -3.29895
H -5.28310 2.58350 -3.05678
H -6.39681 2.11490 -0.86861
H -5.10792 1.21304 1.01877
C -1.74733 -7.09702 -0.28214
C -1.11847 -5.73946 -0.45948
C -1.86017 -4.66198 -0.92183
C -1.30030 -3.39748 -1.07602
C -2.15316 -2.24762 -1.54379
C 0.04472 -3.21387 -0.74887
C 0.80421 -4.27568 -0.25053
C 2.23651 -4.08196 0.17231
C 0.21422 -5.52815 -0.13009
C 0.65478 -1.84797 -0.93817
O 0.68671 -1.33309 -2.05492
O 1.09622 -1.29004 0.13758
H -2.69523 -7.16416 -0.81647
H -1.94513 -7.30003 0.77324
H -1.09139 -7.88779 -0.65050
H -2.90804 -4.80352 -1.16778
H -3.19342 -2.55728 -1.64553
H -1.79758 -1.86444 -2.50030
H -2.11509 -1.42079 -0.83034
H 2.79419 -3.49860 -0.56220
H 2.73281 -5.04478 0.30237
H 2.27494 -3.53529 1.11549
H 0.80988 -6.35762 0.24053
C 5.20858 1.03470 -1.69004
C 3.92074 0.23906 -1.91723
C 3.22976 0.72419 -3.19207
C 4.23830 -1.25351 -2.04691
O 3.08599 0.44566 -0.82037
H 5.89505 0.93132 -2.53458
H 5.71399 0.68265 -0.78711
H 4.96190 2.08902 -1.55452
H 3.88056 0.61248 -4.06358
H 2.96285 1.77809 -3.08201
H 2.32324 0.13835 -3.34832
H 4.91405 -1.44753 -2.88470
H 3.30936 -1.80294 -2.20631
H 4.71006 -1.61462 -1.12921
*
```

The expectation value of S² is 3.775. The total energy is -86831.365 eV. For the energy above the lowest of the compared OMol25 structures with the same formula, charge and spin, the calculation gives 1.131 eV. The value obtained for the HOMO-LUMO gap (alpha / beta) is 6.756 / 6.678 eV.



No. 5
Formula: C39H41FKN14O3S
Source: the Open Molecules 2025 dataset
Level of theory: ωB97M-V/def2-TZVPD

```
! wB97M-V def2-TZVPD RIJCOSX def2/J DEFGRID3
* xyz 1 1
K -0.46720 -1.48560 -0.23270
N -2.14201 -1.38156 3.31883
C -0.81582 -1.38052 3.56581
N -0.46278 -1.36358 4.85466
C 0.84603 -1.31566 5.07020
N 1.26567 -1.26663 6.35468
N 1.78873 -1.29190 4.11769
C 1.31907 -1.33008 2.87658
N 0.03700 -1.37599 2.51301
C 2.37139 -1.32365 1.79921
C 3.71709 -1.30610 2.14555
C 4.66500 -1.30194 1.13438
C 4.24383 -1.31611 -0.18560
C 2.88108 -1.33755 -0.43653
N 1.96296 -1.33998 0.52917
H -2.73547 -1.59284 4.10381
H -2.49833 -1.59404 2.38443
H 0.58999 -1.43391 7.07885
H 2.24053 -1.40923 6.54470
H 3.99590 -1.30190 3.18900
H 5.72036 -1.29407 1.37494
H 4.95333 -1.31709 -1.00382
H 2.49614 -1.36016 -1.45567
C 1.39969 4.34176 -4.85367
C -0.05267 4.20050 -4.41249
N -0.20113 3.38202 -3.20399
C -0.46061 2.03798 -3.34625
C -0.55435 1.15187 -2.33518
C -1.05174 -0.28811 -2.57679
O -2.29181 -0.35874 -2.70031
O -0.19063 -1.19500 -2.56437
C -0.37756 1.60470 -0.97304
O -0.50528 0.88841 0.02206
C -0.08813 3.04863 -0.83025
C 0.07610 3.58143 0.44627
C 0.27830 4.91998 0.62660
F 0.38117 5.38990 1.89250
C 0.36899 5.79587 -0.46019
C 0.24982 5.26101 -1.73055
C -0.01241 3.90120 -1.94351
N 0.61025 7.20322 -0.34987
C 1.05764 7.75190 0.93139
C 1.45439 9.22919 0.71179
N 1.62324 9.44152 -0.76385
C 0.28627 9.35877 -1.44128
C -0.40573 8.07476 -0.94274
H 1.46632 4.92757 -5.77311
H 1.82985 3.35704 -5.04278
H 2.00160 4.82879 -4.08266
H -0.63655 3.72031 -5.19306
H -0.50823 5.17402 -4.23813
H -0.61900 1.71945 -4.37071
H 0.02624 2.90821 1.29667
H 0.38657 5.92288 -2.57707
H 1.91810 7.18397 1.27106
H 0.29485 7.70496 1.70825
H 2.38514 9.47258 1.21447
H 0.68685 9.92071 1.04776
H 2.18187 8.66110 -1.11384
H 2.09704 10.31513 -0.97820
H 0.45828 9.35185 -2.51412
H -0.27614 10.25102 -1.18022
H -0.88056 7.57737 -1.77895
H -1.19104 8.31716 -0.21734
N 0.02774 -8.93747 -0.99727
C -0.07018 -10.27050 -0.65653
C 0.16453 -11.44678 -1.36451
C -0.04289 -12.62931 -0.68264
C -0.46860 -12.63975 0.65761
C -0.69680 -11.46763 1.34952
C -0.49242 -10.26198 0.67702
N -0.64522 -8.95779 1.12496
C -0.33027 -8.20778 0.10777
C -0.34763 -6.73455 0.12792
C -0.72982 -6.07304 1.29046
C -0.73853 -4.69069 1.29545
N -0.39870 -3.94671 0.23698
C -0.04059 -4.58708 -0.87398
C 0.00280 -5.96837 -0.97486
H 0.29532 -8.57097 -1.89151
H 0.49231 -11.44213 -2.39746
H 0.12482 -13.57163 -1.18937
H -0.62103 -13.59033 1.15356
H -1.02529 -11.46626 2.38122
H -1.01343 -6.64912 2.16113
H -1.02945 -4.14504 2.18823
H 0.21331 -3.96223 -1.72892
H 0.30404 -6.41933 -1.91303
S -3.52352 -1.49681 0.29183
C -3.57869 0.18051 0.30750
N -3.58363 0.97381 1.40808
C -3.48529 2.38942 1.06784
C -3.60518 2.37194 -0.47158
N -3.67343 0.95215 -0.78149
H -3.24269 0.59752 2.27744
H -2.53497 2.81429 1.39547
H -4.29177 2.95761 1.52638
H -2.74229 2.84126 -0.94872
H -4.49957 2.89054 -0.81358
H -3.36047 0.54748 -1.66237
*
```

The total energy is -97989.355 eV. For the energy above the lowest of the compared OMol25 structures with the same formula, charge and spin, the calculation gives 1.464 eV. The value obtained for the HOMO-LUMO gap is 5.982 eV.